Version P
The following is a DFT calculation (ωB97M-V/def2-TZVPD) of a 3-piece molecular cluster, C7H16O2 overall.

Last column: Mulliken charge in e.
Geometry (Å):
C: -0.4327 0.8437 0.1202  0.07
C: -0.0094 -0.4254 -0.2669  1.78
C: 1.8894 1.1207 0.1407  -0.54
C: -0.8453 1.2567 1.4972  -1.75
C: 0.4079 -1.4849 0.7143  -1.67
C: -2.2815 -0.8268 -0.3540  -1.22
C: 0.3752 -0.7422 -1.6899  -1.61
O: -0.7921 1.7983 -0.7706  -0.49
O: 2.9508 0.2142 0.0003  -0.49
H: -0.6043 1.5066 -1.6722  0.35
H: 3.1290 -0.1906 0.8563  0.34
H: 1.8865 1.7882 -0.7173  0.29
H: 1.9183 1.6679 1.0851  0.31
H: -1.9324 1.3472 1.5323  0.41
H: -0.5252 0.5549 2.2604  0.29
H: -0.4295 2.2434 1.7109  0.46
H: 0.0121 -1.7372 -1.9525  0.38
H: 1.4458 -1.7704 0.5257  0.43
H: 0.3114 -1.1802 1.7532  0.30
H: -0.1973 -2.3818 0.5663  0.39
H: -2.8653 -0.0561 -0.8532  0.33
H: -2.2442 -1.7449 -0.9370  0.41
H: -2.6027 -1.0047 0.6701  0.37
H: -0.0278 -0.0495 -2.4316  0.48
H: 1.4634 -0.7473 -1.7878  0.37

Computed properties:
* highest occupied orbital energy (alpha / beta): -6.25 / -6.25 eV
* multiplicity: 1
* total charge: 0
* HOMO-LUMO gap (alpha / beta): 6.91 / 6.90 eV

Version Q
The following is a DFT calculation (ωB97M-V/def2-TZVPD) of a 2-piece molecular cluster, C7H16O2 overall.

Last column: Mulliken charge in e.
Geometry (Å):
C: 2.1990 0.4392 1.5385  -1.00
C: 2.0714 0.7167 0.0506  -0.51
C: 1.2212 -0.4148 -0.7058  0.82
C: 1.1525 -0.1757 -2.1943  -1.39
O: 1.0577 -1.5024 -0.2014  -0.54
H: 2.4882 -0.5973 1.7034  0.26
H: 1.2451 0.5996 2.0358  0.16
H: 2.9573 1.0785 1.9870  0.40
H: 1.6664 1.7059 -0.1699  0.35
H: 3.0583 0.6765 -0.4177  0.44
H: 0.7872 -1.0609 -2.7099  0.36
H: 0.4614 0.6449 -2.3840  0.30
H: 2.1266 0.1001 -2.5911  0.42
C: -1.5232 -0.3794 1.5994  -1.37
C: -1.5737 0.2487 0.2105  1.54
C: -2.1053 -0.7497 -0.8122  -1.38
O: -2.3169 1.4493 0.2341  -0.60
H: -2.4941 -0.7933 1.8725  0.41
H: -0.7808 -1.1739 1.6004  0.27
H: -1.2504 0.3641 2.3462  0.32
H: -0.4643 0.5933 0.0040  -0.72
H: -1.4242 -1.5930 -0.8882  0.31
H: -2.2210 -0.2796 -1.7876  0.32
H: -3.0834 -1.1246 -0.5092  0.49
H: -3.2551 1.2277 0.1891  0.34

Computed properties:
* SMILES: CCC(C)=O.CC(C)O
* highest occupied orbital energy: -9.62 eV
* multiplicity: 1
* total charge: 0
* HOMO-LUMO gap: 10.49 eV

Version R
The following is a DFT calculation (ωB97M-V/def2-TZVPD) of a 3-piece molecular cluster, C7H16O2 overall.

Last column: Mulliken charge in e.
Geometry (Å):
C: 1.2994 -0.0278 1.3962  -1.47
C: 0.9437 1.0741 0.3988  1.82
C: 0.7915 2.4333 1.0696  -1.65
C: 1.8487 1.1043 -0.7653  -0.12
O: 2.3425 0.1351 -1.3200  -0.61
H: 2.2602 0.1717 1.8698  0.43
H: 0.5335 -0.0880 2.1674  0.35
H: 1.3465 -0.9904 0.8941  0.28
H: -0.1385 0.7558 -0.0340  -0.58
H: -0.0585 2.4211 1.7503  0.37
H: 0.6179 3.2185 0.3354  0.43
H: 1.6831 2.6911 1.6413  0.41
H: 2.1586 2.1160 -1.0901  0.35
C: -1.9671 0.3449 -0.4478  -1.24
C: -1.9584 -0.9371 -0.8530  0.44
C: -2.0101 -2.1071 0.0658  -1.08
H: -2.2594 0.5765 0.5688  0.34
H: -2.1526 1.1454 -1.1499  0.36
H: -1.9887 -1.1675 -1.9100  0.28
H: -2.8854 -2.7234 -0.1533  0.36
H: -1.1294 -2.7242 -0.0914  0.23
H: -2.0391 -1.8001 1.1102  0.28
O: 0.6371 -1.9798 -1.5676  -0.59
H: 0.7998 -2.3579 -2.4361  0.25
H: 1.3247 -1.2845 -1.4491  0.36

Computed properties:
* SMILES: CC(C)C=O.C=CC.O
* highest occupied orbital energy: -9.02 eV
* multiplicity: 1
* total charge: 0
* HOMO-LUMO gap: 9.81 eV

Version S
The following is a DFT calculation (ωB97M-V/def2-TZVPD) of a 3-piece molecular cluster, C7H16O2 overall.

Last column: Mulliken charge in e.
Geometry (Å):
C: -1.2420 -1.5389 -0.9039  -0.99
C: -0.0090 -1.0359 -0.8627  0.92
C: 1.1838 -1.8100 -0.5857  -1.31
C: 0.0971 0.4793 -0.9440  0.67
C: -0.7559 1.0637 -2.0225  -1.35
C: 0.5959 1.0842 0.1421  -0.56
C: 0.9007 2.5210 0.2875  -1.12
H: -2.1191 -0.8920 -0.8149  0.17
H: -1.6284 -2.5516 -0.9778  0.33
H: 1.9680 -1.3228 -0.0471  0.42
H: 1.0317 -2.7333 -0.0128  0.30
H: 1.6050 -2.1469 -1.5368  0.31
H: -0.5615 2.1458 -2.2078  0.37
H: -0.6539 0.5102 -2.9592  0.33
H: -1.7953 0.9415 -1.6672  0.24
H: 0.9546 0.3756 0.8852  0.45
H: 0.3562 3.1139 1.1149  0.17
H: 1.9206 2.6153 0.6704  0.31
H: 0.9270 3.0489 -0.6606  0.38
O: 0.9448 -1.6546 2.5274  -0.65
H: 0.9998 -2.5290 2.1216  0.30
H: 0.0711 -1.2573 2.3410  0.34
O: -1.4438 0.2167 1.8179  -0.56
H: -1.2041 1.1540 1.8081  0.28
H: -2.1433 0.2024 2.4870  0.27

Computed properties:
* SMILES: C=C(C)/C(C)=C/C.O.O
* highest occupied orbital energy: -8.33 eV
* multiplicity: 1
* total charge: 0
* HOMO-LUMO gap: 8.81 eV

Q: Which of them is the least stable? A: version P.

Version P
The following is a DFT calculation (ωB97M-V/def2-TZVPD) of the molecule C18H21N3O.

Last column: Mulliken charge in e.
Geometry (Å):
C: 4.5336 0.5673 1.3838  -1.32
C: 3.1531 -0.0169 1.6554  -0.35
C: 2.0476 0.8643 1.0821  -0.27
C: 0.6628 0.2669 1.3441  -1.03
N: -0.3796 1.0761 0.7687  0.62
C: -0.6289 1.2991 -0.5656  0.11
N: 0.0277 0.6344 -1.5709  -0.01
C: 0.1507 -0.7563 -1.6661  0.13
C: -0.6168 -1.6262 -0.9006  -0.76
C: -0.4408 -2.9976 -0.9905  -0.40
C: 0.5010 -3.5250 -1.8646  0.71
O: 0.7597 -4.8540 -2.0332  -0.46
C: 0.0151 -5.7817 -1.2838  -0.82
C: 1.2533 -2.6529 -2.6548  -0.73
C: 1.0825 -1.2912 -2.5566  -0.35
N: -1.4710 2.2697 -0.7930  -0.93
C: -1.8239 2.7447 0.4449  0.65
C: -2.6962 3.7648 0.7995  -0.78
C: -2.8624 4.0292 2.1442  -0.39
C: -2.1827 3.3034 3.1207  -0.69
C: -1.3128 2.2816 2.7876  -0.98
C: -1.1403 2.0106 1.4422  0.75
H: 4.7028 0.6607 0.3136  0.32
H: 4.6256 1.5538 1.8325  0.33
H: 5.3080 -0.0728 1.7995  0.40
H: 3.0849 -1.0119 1.2090  0.32
H: 3.0094 -0.1249 2.7331  0.31
H: 2.0985 1.8612 1.5265  0.31
H: 2.1884 0.9690 0.0043  0.36
H: 0.4788 0.2054 2.4196  0.45
H: 0.6192 -0.7447 0.9294  0.00
H: -0.0232 1.1279 -2.4515  0.34
H: -1.3793 -1.2314 -0.2447  0.45
H: -1.0565 -3.6386 -0.3795  0.40
H: -1.0547 -5.7148 -1.5079  0.33
H: 0.1699 -5.6482 -0.2079  0.33
H: 0.3830 -6.7628 -1.5799  0.24
H: 1.9710 -3.0742 -3.3404  0.43
H: 1.6689 -0.6260 -3.1725  0.44
H: -3.2208 4.3230 0.0410  0.43
H: -3.5341 4.8172 2.4520  0.37
H: -2.3384 3.5450 4.1618  0.39
H: -0.7916 1.7259 3.5537  0.34

Computed properties:
* SMILES: CCCCn1c(Nc2ccc(OC)cc2)nc2ccccc21
* highest occupied orbital energy: -7.57 eV
* multiplicity: 1
* total charge: 0
* HOMO-LUMO gap: 8.29 eV

Version Q
The following is a DFT calculation (ωB97M-V/def2-TZVPD) of C18H21N3O as an isolated structure.

Last column: Mulliken charge in e.
Geometry (Å):
O: -1.5041 -2.3087 1.3770  -0.67
C: -1.2176 -1.1347 1.0752  0.29
N: -2.1055 -0.0692 1.4811  -0.26
H: -2.9592 -0.6270 2.0077  0.43
C: -2.7259 0.7377 0.5061  -0.34
C: -4.1372 0.5055 0.0718  0.63
C: -4.3977 -0.7875 -0.3696  -0.52
C: -5.5464 -0.9354 -1.2462  -0.51
C: -6.5807 0.0231 -1.2610  -0.83
C: -6.2700 1.2028 -0.6242  -0.31
C: -5.1524 1.7422 -0.0036  -1.14
H: -5.0317 2.6157 0.3084  0.66
H: -7.0657 1.8146 -0.7550  0.38
H: -7.4562 -0.1454 -1.5879  0.64
H: -5.7002 -1.9505 -1.6779  0.30
H: -3.6023 -1.4428 -0.3759  0.40
H: -1.9833 0.9359 -0.0777  0.57
H: -2.8814 1.7721 1.3431  0.10
N: -0.1545 -0.5623 0.3595  0.36
C: 0.3112 0.6718 0.7957  -0.68
H: 0.2455 1.2479 -0.3122  0.27
C: 1.6904 0.5576 1.2327  -1.35
N: 2.5348 -0.0192 0.0421  0.06
C: 3.8316 0.0986 0.0051  1.34
C: 4.6811 0.7409 0.6218  -0.21
C: 6.1222 0.7903 0.6782  -0.56
C: 6.6640 0.2610 -0.5114  -0.56
C: 5.9223 0.0879 -1.5690  -0.60
C: 4.4481 -0.3023 -1.2663  -0.67
H: 3.9866 -0.6858 -2.1359  0.25
H: 6.3573 -0.2145 -2.5319  0.33
H: 7.6824 0.5727 -0.7664  0.30
H: 6.6537 1.2100 1.5240  0.41
H: 4.2195 0.6806 1.7967  0.10
C: 1.7603 -1.1232 -0.8344  -1.25
H: 2.4992 -1.6484 -1.1511  1.05
C: 0.6964 -1.6859 -0.2031  -1.44
H: 0.1129 -2.3857 -0.3788  1.00
H: 1.0658 -2.2020 0.8378  0.29
H: 1.2530 -0.4212 -1.6226  0.21
H: 1.9503 -0.2198 2.1554  0.32
H: 2.0836 1.5250 1.5277  0.52
H: -0.3000 1.0771 1.5149  0.72

Computed properties:
* highest occupied orbital energy: -7.70 eV
* multiplicity: 1
* total charge: 0
* HOMO-LUMO gap: 8.30 eV

Q: Which of them is the least stable? A: version Q.